(1)
108
Properties=species:S:1:pos:R:3:forces:R:3:mulliken_charge:R:1 method="wB97M-V/def2-TZVPD" e_above_lowest_ev=2.505 total_charge=+3 spin_multiplicity=6 lumo_ev="-8.18 / -11.14" homo_energy_ha="-0.494 / -0.578"
Ir -6.7409 -1.3539 21.1354 -0.6765 0.3037 0.6653 1.507
I -4.3228 -1.3345 20.4706 2.0629 -2.2322 0.0155 -0.342
C -4.1188 0.8458 20.2677 -2.1699 1.2883 -0.4624 0.361
C -3.0797 1.3953 20.9529 2.7367 2.4938 1.2547 -0.052
C -2.2977 2.4309 20.3646 -0.1789 -1.2620 1.8055 -0.892
C -2.6269 2.8727 19.0963 -0.1103 1.0170 -0.8311 -0.673
C -3.8169 2.4509 18.4617 -0.7510 -0.4833 -0.3614 0.701
C -4.1294 2.8823 17.1536 0.4626 -0.0893 0.2555 -0.968
C -5.1056 2.2022 16.4283 -0.3906 0.0124 -0.5190 -0.956
C -5.9053 1.2015 17.0030 0.2860 0.9094 0.3419 -0.791
C -5.7224 0.9215 18.3622 0.9550 0.3081 0.7983 1.621
P -6.8520 -0.2572 19.1174 -0.8296 -0.7900 -3.0844 -0.219
C -8.4479 0.5916 18.8165 0.3483 -0.1779 0.5416 1.592
C -9.2656 0.3251 17.7259 0.2018 0.1930 -0.4711 -0.319
C -10.2738 1.2130 17.3747 -0.3081 -0.3779 -0.4290 -0.672
C -10.5484 2.3307 18.1307 0.7305 -0.4713 0.9763 -0.761
C -9.8366 2.4679 19.3319 -0.6867 0.3456 0.5865 -0.679
C -8.7839 1.6322 19.6868 -0.4104 0.2629 -0.6444 -0.857
C -6.5926 -1.7043 17.9313 0.2516 0.5632 0.7882 1.642
C -7.6769 -2.5560 17.7660 0.5630 -1.1117 -1.5094 -0.439
C -7.5255 -3.7151 16.9044 -1.1261 0.4835 1.4089 -1.134
C -6.2779 -4.0552 16.4266 -0.3735 0.4042 0.3290 -0.689
C -5.1904 -3.1819 16.6598 1.5812 -1.0288 -1.0679 -0.617
C -5.3113 -2.0153 17.3510 -0.9038 0.9443 0.2298 -0.947
C -4.6481 1.4740 19.1011 0.4409 -0.1849 -1.5425 0.283
H -2.8980 1.1019 22.0124 -0.0158 0.1959 -0.9228 0.105
H -1.5005 2.9259 20.9480 -0.3830 -0.5088 -0.5053 0.447
H -2.0535 3.6251 18.5421 0.0191 -0.2339 0.5689 0.427
H -3.5247 3.6934 16.6979 -0.4642 -0.7571 0.1995 0.438
H -5.2326 2.4551 15.3715 -0.0968 -0.0905 0.4001 0.460
H -6.6911 0.7014 16.4340 0.2928 0.1860 0.0847 0.511
H -9.1013 -0.5438 17.1135 0.0428 -0.0607 -0.1656 0.452
H -10.9158 0.9925 16.5298 0.2238 -0.0524 -0.1098 0.470
H -11.3377 3.0060 17.8481 -0.1058 0.1245 0.1043 0.459
H -10.2222 3.1589 20.0841 0.4379 0.1910 -0.3610 0.440
H -8.2582 1.8206 20.6096 0.1483 -0.0541 0.1639 0.429
H -8.6129 -2.2513 18.2121 -0.0220 -0.6158 -0.1498 0.522
H -8.4052 -4.3840 16.7330 0.8978 0.7690 0.1244 0.426
H -6.1843 -4.9843 15.8723 0.2800 0.2376 -0.0132 0.469
H -4.1739 -3.4440 16.2369 -1.3866 0.3293 0.4311 0.400
H -4.4806 -1.2935 17.3336 -0.4525 -0.4667 0.3416 0.395
F -11.6746 -3.0946 24.4410 0.5536 -0.4342 -0.1093 -0.194
C -10.4851 -3.6690 24.3015 -0.3602 0.3094 0.3644 0.551
F -10.2768 -4.5202 25.3505 -0.0885 0.7920 -1.3982 -0.220
F -9.5418 -2.6614 24.4117 -1.2450 -0.9043 -0.3888 -0.147
S -10.3204 -4.5603 22.5886 -1.0446 -0.8786 1.4575 1.088
O -9.0715 -5.2602 22.8137 -0.7241 0.3996 -0.5398 -0.613
O -11.5805 -5.2580 22.3540 2.6379 1.5048 0.3572 -0.557
N -10.1163 -3.3748 21.5520 0.7388 2.1049 -0.9229 -0.564
S -9.8008 -1.9379 21.0606 -3.0822 -2.6738 0.3326 0.980
O -8.6244 -1.2798 21.7663 -1.0209 -0.1857 -0.3485 -0.347
O -9.9265 -1.7983 19.6247 0.9398 -0.0383 1.7773 -0.634
C -11.2576 -0.9362 21.6705 -2.7418 1.7706 0.0828 0.310
F -11.1777 -0.5264 22.9568 0.3691 -0.8794 -1.2747 -0.171
F -11.4430 0.2100 20.9134 0.8164 -1.9446 0.9133 -0.140
F -12.3910 -1.6953 21.5104 2.1766 0.9684 0.2996 -0.188
C -6.9045 -3.1318 24.4841 -2.2885 -0.0292 -0.2396 -0.100
C -6.0583 -3.9220 25.4800 -0.3183 -0.5215 -0.6148 -1.611
As -7.2084 -4.8562 26.8465 1.2138 1.5188 1.1495 0.640
C -7.8569 -3.3463 27.9500 -0.8537 -0.8670 -0.9075 0.385
C -6.9625 -2.3219 28.1592 0.8438 -0.5209 0.2258 0.195
C -7.2813 -1.2727 28.9848 0.6824 0.7374 -0.1433 -0.781
C -8.5624 -1.1011 29.4291 -1.4490 -1.2419 0.2273 -0.658
C -9.4892 -2.1772 29.2258 0.2304 0.5523 0.2841 -0.656
C -9.1508 -3.3288 28.4895 0.4159 0.6838 -0.0675 -0.662
C -5.6896 -5.3328 27.9400 -0.2002 -1.3240 0.2577 0.311
C -5.6089 -4.9714 29.3043 1.2659 -0.2758 0.7281 -0.271
C -4.3804 -5.1610 29.9817 -1.0604 -0.0771 -0.6537 -0.609
C -3.3163 -5.8051 29.3450 0.3230 0.2462 0.2213 -0.383
C -3.4883 -6.3826 28.0865 -1.2824 1.2546 0.0410 -0.657
C -4.6843 -6.1866 27.4036 0.4491 0.0718 0.5155 -0.474
P -5.9416 -2.0717 23.2875 1.0243 -1.3430 2.0101 -0.143
C -4.5451 -3.2615 23.0856 -0.0960 0.2809 0.5603 1.500
C -3.4015 -3.2707 23.9060 0.2586 -0.7275 -1.4906 -0.765
C -2.3235 -4.1055 23.5011 -0.3615 1.2955 1.8458 -1.112
C -2.4611 -5.0007 22.4741 -0.0126 -0.7942 -0.1503 -0.767
C -3.6352 -5.0212 21.7192 -0.4244 -0.6667 -0.2524 -0.645
C -4.7064 -4.2224 22.0739 0.2332 0.8407 -0.0709 -0.798
C -5.4274 -0.6237 24.2386 0.3311 0.4575 0.4643 1.407
C -4.0903 -0.2089 24.2341 -0.2872 0.8004 -0.4441 -0.610
C -3.7442 1.0653 24.7339 0.8826 -1.2042 -0.3861 -0.685
C -4.6912 1.9331 25.1985 -0.7257 -0.1173 0.4291 -0.762
C -6.0375 1.5073 25.2242 1.1488 0.0204 0.2440 -1.009
C -6.3867 0.2162 24.8794 -0.1616 -0.1967 -0.8019 -0.941
H -7.7187 -2.6018 25.0479 1.3246 0.1812 -0.6490 0.843
H -7.5410 -3.7997 23.8270 0.9664 0.2464 0.6770 -0.099
H -5.2460 -3.3731 25.9771 -0.5943 -0.0393 0.0566 0.534
H -5.6111 -4.7761 24.9924 0.3791 -0.1373 -0.2552 0.818
H -5.9354 -2.3902 27.8270 0.0141 -0.0778 -0.1570 0.447
H -6.4682 -0.6191 29.2841 -0.2740 0.3184 -0.1800 0.466
H -8.8286 -0.1806 29.9575 -0.1224 -0.6119 0.0306 0.459
H -10.4560 -2.1139 29.7236 0.0860 0.0163 -0.3649 0.452
H -9.8355 -4.1665 28.2730 0.2311 0.6898 0.4640 0.471
H -6.4612 -4.5586 29.8325 0.1479 0.1546 -0.1283 0.528
H -4.2531 -4.8755 31.0119 -0.1918 0.2642 0.1295 0.450
H -2.3244 -5.8803 29.8267 -0.8009 -0.0467 -0.1200 0.412
H -2.6469 -6.8486 27.6695 0.6834 -0.9837 -0.7443 0.472
H -4.8763 -6.7185 26.4904 0.1170 0.0758 -0.4824 0.489
H -3.3686 -2.7302 24.8438 0.2818 0.3334 -0.3268 0.586
H -1.3832 -4.0035 24.0684 -0.5890 -0.4959 -0.2337 0.469
H -1.7276 -5.8115 22.4220 0.0228 0.6074 -0.7279 0.440
H -3.7596 -5.6656 20.8444 0.1717 -0.1350 0.5593 0.472
H -5.6791 -4.3104 21.5794 0.3938 0.0639 -0.1965 0.583
H -3.3187 -0.8271 23.7781 -0.1898 0.2038 0.1172 0.596
H -2.6877 1.3239 24.7337 -0.1693 0.0861 0.1031 0.531
H -4.3885 2.8790 25.6570 -0.2802 -0.1743 -0.4792 0.462
H -6.7463 2.2285 25.5548 -0.7204 0.0971 0.4468 0.590
H -7.4128 -0.1179 25.0677 0.2850 0.0859 -0.3881 0.483


(2)
122
Properties=species:S:1:pos:R:3:forces:R:3:mulliken_charge:R:1 method="wB97M-V/def2-TZVPD" smiles="O=C1NC(=O)c2c(CCF)cc(CCCCS(=O)(=O)O)cc21.O=C1C=C(O)C(=O)C=C1O.O=C1C=C(O)C(=O)C=C1O.O=C1C=C(O)C(=O)C=C1O.O=C1C=C(O)C(=O)C=C1O.O=C1C=C(O)C(=O)C=C1O.O=C1C=C(O)C(=O)C=C1O" lumo_ev=-2.03 homo_energy_ha=-0.341
O 4.6745 -3.9932 2.4741 -0.8165 3.0429 -3.0755 -0.523
C 4.4732 -3.0806 1.6505 -0.4692 -1.2407 2.2265 0.012
N 5.0465 -3.0575 0.2687 -0.4236 1.0267 1.1491 -0.347
C 5.2674 -1.6180 -0.0673 0.1939 0.7810 -1.0228 0.138
O 6.1492 -1.2169 -0.8500 -3.2874 -1.2593 2.6782 -0.524
C 4.1830 -0.8196 0.7735 -2.4034 1.1461 2.7344 -0.028
C 3.6456 0.6257 0.6768 -0.4919 -2.4502 1.7827 0.508
C 4.2269 1.5667 -0.4791 -0.6369 0.1969 1.5487 -0.270
C 4.2589 3.0748 0.0747 -0.0605 -0.4846 -0.7995 -0.242
F 2.9472 3.6726 -0.0982 1.5189 -0.6901 0.3345 -0.330
C 2.5550 1.0460 1.7032 0.8598 -2.8341 0.3309 -0.451
C 1.9870 0.0872 2.8147 2.3436 -0.9650 -1.8886 0.959
C 0.8388 0.6198 3.8005 0.1928 -0.7024 -0.9891 -0.863
C -0.6342 0.2896 3.2217 0.2177 0.3011 0.2103 -0.687
C -1.0775 1.2684 2.0266 -0.9243 -0.6607 0.4807 -0.333
C -1.0031 0.6100 0.5660 0.5422 1.8730 -0.8158 -1.000
S -2.5124 -0.3767 0.1065 -1.3963 -4.0179 3.0777 1.183
O -2.2263 -1.8101 0.5300 1.5555 6.7019 1.1191 -0.765
O -3.7758 0.1115 0.7550 3.1421 -0.1342 -2.6415 -0.622
O -2.6215 -0.3544 -1.5914 0.7909 0.7752 2.0726 -0.387
C 2.5622 -1.3729 2.9272 1.5052 2.6267 -3.0880 -1.070
C 3.6393 -1.7491 1.8935 -0.1068 2.1929 -1.1083 0.328
H 4.3301 -3.4988 -0.3437 0.9425 0.3776 0.2481 0.326
H 5.3052 1.2649 -0.7317 -1.7309 0.2448 0.2936 0.397
H 3.5207 1.4346 -1.3813 1.3022 0.5289 1.2303 0.227
H 4.9966 3.6823 -0.5499 -1.0859 -0.7018 0.9944 0.112
H 4.5165 3.0956 1.1940 -0.4177 0.0375 -1.7514 0.330
H 2.1149 2.1083 1.6807 0.8664 -1.8262 -0.1038 0.217
H 0.9439 1.7628 3.9000 -0.0699 -1.8655 0.1050 0.345
H 0.9414 0.0847 4.8113 0.0262 1.0224 -1.4877 0.250
H -0.7127 -0.7945 2.8720 0.2023 1.3879 0.4974 0.327
H -1.3613 0.4035 4.1110 1.0620 -0.0874 -1.4811 0.394
H -2.1766 1.5364 2.2233 1.8949 -0.4281 -0.4689 0.334
H -0.4990 2.2652 2.0062 -0.7776 -1.6824 0.0240 0.222
H -0.9613 1.4892 -0.1863 -0.1722 -1.4031 1.0650 0.511
H -0.0757 -0.0303 0.3827 -1.4582 0.5611 0.3446 0.462
H -1.7273 -0.1628 -1.9715 -0.6639 -0.1137 0.3451 0.326
H 2.2142 -2.1348 3.6933 0.4966 1.2445 -1.1075 0.454
C -3.4928 -6.2014 -2.6585 0.0948 -0.0124 0.3960 -0.694
C -3.6620 -5.7553 -3.9049 -0.1763 -1.2097 -0.5753 0.183
C -3.6348 -4.2980 -4.2196 0.0866 1.0664 0.1881 0.824
O -3.7750 -3.9287 -5.3749 -0.0268 -0.4798 0.0108 -0.662
C -3.4433 -3.3600 -3.1120 0.0719 -0.3440 -0.7348 -0.413
C -3.2763 -3.8051 -1.8619 -0.0455 1.3611 0.4298 0.038
C -3.2767 -5.2624 -1.5527 0.2556 -0.6747 -0.2176 0.582
O -3.1044 -5.6364 -0.4036 -0.1107 0.3634 -0.0855 -0.653
O -3.1008 -2.9358 -0.8403 -1.7929 -4.0794 -3.3199 -0.157
O -3.8661 -6.6139 -4.9415 0.1501 1.1791 0.5293 -0.598
H -3.5090 -7.2560 -2.4173 -0.0091 0.0362 -0.0107 0.469
H -3.4437 -2.3053 -3.3513 -0.0660 -0.0280 0.0522 0.517
H -3.0010 -3.4893 -0.0444 0.0062 0.2919 -0.0114 0.398
H -3.9576 -6.0476 -5.7327 0.0136 -0.0864 0.0800 0.353
C 1.4444 -3.7335 -4.1101 0.1913 -0.1249 -0.2726 -0.817
C 0.8682 -2.7063 -3.4829 -0.4381 -0.6744 1.0220 0.308
C 0.8789 -1.3339 -4.0641 0.1602 0.5642 -0.5496 0.971
O 0.3232 -0.4222 -3.4683 -0.1087 -0.3200 0.2610 -0.577
C 1.5689 -1.1334 -5.3408 -0.2805 0.2254 0.4347 -0.991
C 2.1492 -2.1597 -5.9682 0.5177 0.7376 -1.1560 0.307
C 2.1145 -3.5381 -5.3998 -0.0398 -0.7683 0.3620 0.956
O 2.6387 -4.4536 -6.0087 -0.0315 0.4745 -0.0900 -0.603
O 2.7953 -1.9888 -7.1520 -0.5021 -0.7468 1.1346 -0.567
O 0.2444 -2.8656 -2.2861 0.4302 0.6382 -0.9748 -0.441
H 1.4411 -4.7345 -3.6993 -0.0184 0.0317 -0.0184 0.518
H 1.5847 -0.1294 -5.7432 -0.0057 -0.0397 -0.0062 0.457
H 3.1247 -2.8755 -7.3986 -0.0171 0.1307 -0.0357 0.350
H -0.0859 -1.9790 -2.0477 -0.0526 -0.2327 0.1071 0.087
C 5.8899 6.8832 -4.2685 0.2228 0.2696 -0.0604 -0.821
C 5.6833 5.6862 -3.7157 -1.2940 -0.1057 -0.3838 0.362
C 6.7676 4.9708 -2.9832 0.7078 -0.1899 0.2897 0.961
O 6.5375 3.8860 -2.4740 -0.3189 0.2087 -0.1724 -0.574
C 8.0849 5.6096 -2.9093 -0.2808 -0.3444 0.1008 -1.022
C 8.2925 6.8054 -3.4653 1.3666 0.1035 0.3566 0.403
C 7.2011 7.5328 -4.1739 -0.6525 0.3291 -0.3884 0.914
O 7.4222 8.6310 -4.6535 0.2858 -0.2829 0.2198 -0.602
O 9.5101 7.4093 -3.4071 -1.3379 -0.0797 -0.3563 -0.562
O 4.4722 5.0696 -3.7975 1.2829 0.0740 0.3962 -0.574
H 5.1115 7.4136 -4.8006 0.0247 -0.0205 0.0280 0.425
H 8.8674 5.0723 -2.3906 -0.0217 0.0231 -0.0154 0.436
H 9.4015 8.2586 -3.8784 0.0735 -0.0902 0.0769 0.349
H 4.5787 4.2234 -3.3211 -0.0916 0.1045 -0.0782 0.311
C -5.8060 5.3639 1.1424 0.0105 0.4221 0.1532 -0.853
C -5.0810 4.2535 0.9848 -1.0842 -0.9095 -0.6587 0.305
C -3.6590 4.1858 1.4267 0.5874 0.2416 0.2579 0.642
O -3.0350 3.1484 1.2828 -0.4618 0.4872 -0.3570 -0.256
C -3.0638 5.3876 2.0187 0.0320 -0.4318 -0.1231 -0.980
C -3.7876 6.4985 2.1732 1.0390 0.7853 0.5806 0.363
C -5.2179 6.5583 1.7562 -0.8455 -0.1215 -0.3159 0.911
O -5.8528 7.5843 1.9295 0.4630 -0.0508 0.1104 -0.607
O -3.2487 7.6224 2.7184 -1.0109 -0.7395 -0.5511 -0.570
O -5.6119 3.1373 0.4149 1.1522 0.8377 0.6426 -0.574
H -6.8393 5.4259 0.8282 0.0398 -0.0123 0.0167 0.441
H -2.0260 5.3303 2.3189 -0.0303 0.0214 -0.0001 0.459
H -3.9708 8.2812 2.7217 0.1178 -0.0484 0.0274 0.346
H -4.8921 2.4727 0.4167 -0.2032 -0.1466 -0.0088 0.298
C 3.7626 0.2318 7.1243 -0.3134 0.2983 -0.1630 -0.957
C 4.2442 -0.5437 8.0986 1.0661 -0.6101 -0.7530 0.418
C 3.6312 -0.5545 9.4580 -0.3892 0.0743 0.7097 0.849
O 4.0851 -1.2888 10.3175 0.1430 0.0631 -0.4223 -0.603
C 2.4933 0.3372 9.7061 0.2343 -0.2505 0.0986 -0.860
C 2.0145 1.1147 8.7327 -0.9631 0.5550 0.7629 0.354
C 2.6104 1.1049 7.3664 0.4855 -0.1184 -0.6265 0.934
O 2.1349 1.8155 6.4961 -0.1496 0.0150 0.4094 -0.612
O 0.9606 1.9492 8.9488 0.9345 -0.5438 -0.7747 -0.566
O 5.3140 -1.3570 7.8901 -1.0359 0.5749 0.7660 -0.563
H 4.1967 0.2474 6.1331 -0.0124 -0.0146 0.0251 0.515
H 2.0687 0.3332 10.7010 0.0072 -0.0015 -0.0355 0.414
H 0.8063 2.3989 8.0952 -0.0222 -0.0308 0.1439 0.342
H 5.4648 -1.8116 8.7420 0.0297 0.0097 -0.1387 0.352
C -8.2368 -6.5040 -1.5929 -0.3596 -0.0079 -0.1499 -0.690
C -7.1629 -5.7404 -1.3769 0.8246 -1.0188 0.6083 0.326
C -7.1470 -4.2969 -1.7606 -0.1489 0.6537 -0.2321 0.809
O -6.1587 -3.6210 -1.5334 -0.0500 -0.4643 0.1095 -0.384
C -8.3406 -3.7454 -2.4101 0.3642 0.0335 0.1354 -1.146
C -9.4115 -4.5114 -2.6282 -0.7357 0.9849 -0.5997 0.475
C -9.4377 -5.9446 -2.2207 0.1058 -0.7811 0.2515 0.928
O -10.4407 -6.6086 -2.4196 0.0582 0.4263 -0.1142 -0.611
O -10.5250 -4.0135 -3.2322 0.7014 -0.9730 0.5794 -0.576
O -6.0406 -6.2526 -0.7961 -0.9364 1.1275 -0.6334 -0.583
H -8.2633 -7.5500 -1.3183 0.0048 0.0423 0.0018 0.444
H -8.3100 -2.7035 -2.6991 -0.0022 -0.0298 0.0181 0.452
H -11.1542 -4.7602 -3.2724 0.0465 0.1296 -0.0090 0.345
H -5.4076 -5.5082 -0.7460 -0.1790 -0.2791 0.2326 0.197